59
Properties=species:S:1:pos:R:3 method="wB97M-V/def2-TZVPD" mol_weight_g_mol=568.307 s_squared=3.775 multiplicity=4 homo_ev="-2.5 / -2.3" total_energy_ev=-90941.884 charge=-1 gap_ha="0.2021 / 0.1931" e_lumo_ev="2.969 / 2.980"
V 0.000 0.000 0.000
P -0.033 0.000 2.384
P 2.361 0.000 -0.033
F -2.299 -2.948 -2.016
F -0.478 -2.306 -1.020
F -2.240 -2.849 0.142
F -2.302 -0.964 -3.439
F -0.481 -0.224 -2.514
F -2.246 1.048 -2.653
O -1.650 3.583 -0.978
O 0.000 1.948 0.000
O -1.970 0.000 0.000
O 1.860 2.654 1.095
C -1.004 0.425 3.871
C -1.828 -2.199 -0.981
C 2.919 1.452 -1.000
C -1.831 -0.224 -2.398
C 1.703 0.530 2.717
C 3.717 -1.179 -0.382
C -0.831 4.571 -0.493
C -2.344 -0.752 -1.049
C -3.887 -0.762 -1.059
C 2.704 0.526 1.702
C 1.127 5.351 0.667
C 4.338 1.367 3.322
C -1.227 5.887 -0.726
C 3.367 1.371 4.310
C 0.779 2.850 0.459
C 2.067 0.959 4.010
C 4.009 0.950 2.034
C 0.132 -1.813 2.629
C 0.349 4.275 0.206
C 0.735 6.673 0.437
C -0.442 6.941 -0.260
H 3.614 1.696 5.317
H 1.347 0.984 4.821
H 0.760 -2.260 1.852
H -0.749 7.966 -0.440
H -1.205 2.729 -0.715
H -2.043 0.108 3.735
H 1.353 7.487 0.804
H 3.650 -2.047 0.281
H 4.797 0.968 1.286
H 2.816 1.248 -2.070
H -4.274 -1.360 -1.892
H -0.634 -0.068 4.775
H 2.303 2.326 -0.768
H 0.000 -1.752 0.000
H -2.146 6.081 -1.270
H 0.573 -2.052 3.602
H -4.301 -1.191 -0.137
H 3.637 -1.541 -1.412
H 3.964 1.712 -0.812
H -0.851 -2.291 2.577
H -4.303 0.248 -1.168
H 4.710 -0.738 -0.266
H 2.047 5.143 1.212
H -1.011 1.506 4.041
H 5.350 1.689 3.549

---

15
Properties=species:S:1:pos:R:3 method="wB97M-V/def2-TZVPD" relative_energy_ev=0.0808 mol_weight_g_mol=127.234 homo_ev=-9.3 smiles=NCCSS.O total_energy_ev=-27428.013 charge=0 gap_ha=0.3607 e_lumo_ev=0.560
S 2.968 -1.389 -0.443
S 2.374 0.124 -1.686
O -2.834 -1.828 1.214
N -0.968 0.840 0.539
C 0.633 0.417 -1.237
C 0.431 0.776 0.208
H -1.114 1.033 1.520
H 0.237 1.199 -1.892
H 0.913 -0.013 0.791
H 3.394 -0.653 0.597
H 0.078 -0.495 -1.454
H 1.011 1.666 0.465
H -2.658 -2.300 0.401
H -2.989 -0.911 0.972
H -1.476 1.534 0.005

---

64
Properties=species:S:1:pos:R:3 method="wB97M-V/def2-TZVPD" mol_weight_g_mol=599.332 homo_ev=-4.8 total_energy_ev=-113027.697 charge=-1 gap_ha=0.2642 e_lumo_ev=2.434
I 2.804 2.270 0.035
Br 0.162 1.004 -1.701
O -0.239 4.211 -2.100
O 1.966 4.088 -2.156
O -5.467 -0.920 -0.851
N -0.077 3.064 0.327
N 4.622 -2.088 -0.017
N 6.621 2.160 2.601
N -1.563 -2.375 4.648
N 1.359 -1.518 -3.926
C -2.450 -2.566 -0.855
C -0.088 1.120 1.918
C -2.109 -0.533 2.264
C -3.334 -1.744 -1.781
C 0.682 -3.249 5.636
C -5.662 0.218 -1.653
C -2.768 -2.319 0.627
C 5.268 -0.497 -1.978
C 7.232 3.729 0.613
C 0.844 3.751 -1.747
C 1.116 -0.682 -4.673
C -0.576 -2.757 5.090
C -0.878 2.167 1.158
C -4.834 -1.976 -1.545
C 4.902 -1.379 -0.876
C 0.764 2.587 -0.679
C 6.898 2.852 1.728
C -1.603 -1.729 1.460
C 0.814 0.389 -5.612
C -1.035 0.374 2.879
H 7.330 4.752 0.967
H 0.941 -4.196 5.167
H -0.635 3.824 -0.041
H -2.604 -3.606 -1.128
H -1.326 -2.493 2.172
H -6.459 0.826 -1.255
H 1.707 0.982 -5.794
H -3.052 -3.267 1.070
H 6.209 -0.830 -2.413
H -5.316 -2.090 -2.518
H -3.144 -0.683 -1.675
H 6.443 3.686 -0.136
H -5.872 -0.045 -2.688
H 0.378 0.410 1.255
H 0.463 -0.032 -6.552
H -3.637 -1.679 0.717
H -1.727 1.731 0.643
H -1.420 -2.306 -1.045
H 0.041 1.032 -5.193
H -1.576 1.125 3.449
H 0.586 -3.394 6.709
H -4.750 0.811 -1.662
H 8.172 3.413 0.164
H -2.840 0.015 1.683
H 1.473 -2.528 5.441
H -4.981 -2.872 -0.955
H -3.099 -2.017 -2.804
H -0.758 -1.482 0.832
H 0.644 1.627 2.533
H -0.455 -0.238 3.561
H 5.379 0.524 -1.618
H -1.317 2.803 1.924
H 4.492 -0.518 -2.740
H -2.659 -0.936 3.101